This record from the OMol25 dataset describes a 3-piece molecular cluster, H6S3 overall in a non-equilibrium geometry. The level of theory is ωB97M-V/def2-TZVPD.

Each line ends with the Löwdin charge.
Geometry (Å):
S (1.916, -0.471, -4.141)  0.482
H (3.124, -0.397, -3.665)  -0.260
H (2.006, -1.809, -4.174)  -0.221
S (-2.397, -0.501, 0.160)  0.449
H (-3.627, -0.227, 0.625)  -0.227
H (-2.692, -0.250, -1.132)  -0.224
S (0.189, 0.769, 4.299)  0.455
H (0.324, 2.034, 4.676)  -0.243
H (1.158, 0.851, 3.352)  -0.211

Atoms 1-6, force components in eV/Å:
S -0.9 -0.2 -0.4
H 1.1 0.2 0.4
H -0.1 0.0 0.0
S 0.0 0.0 -0.1
H 0.1 0.0 -0.2
H -0.1 0.0 0.3

Multiplicity: 1
SMILES: S.S.S

This record from the OMol25 dataset describes a 5-piece molecular cluster, C4H18N2O5 overall in a non-equilibrium geometry. The level of theory is ωB97M-V/def2-TZVPD.

Each line ends with the Löwdin charge.
Geometry (Å):
C (1.945, 1.246, -1.695)  -0.048
N (1.150, 1.652, -0.567)  -0.149
C (1.122, 3.024, -0.117)  -0.048
C (0.472, 0.687, 0.125)  -0.412
O (0.746, -0.510, -0.034)  -0.004
C (-0.552, 1.114, 1.165)  -0.193
N (-1.580, 0.141, 1.454)  0.043
H (1.541, 0.332, -2.118)  0.084
H (2.994, 1.091, -1.448)  0.095
H (1.892, 2.015, -2.469)  0.091
H (1.647, 3.674, -0.810)  0.090
H (0.114, 3.418, -0.084)  0.082
H (1.557, 3.138, 0.878)  0.099
H (-1.040, 2.050, 0.907)  0.105
H (-0.015, 1.358, 2.083)  0.131
H (-2.190, -0.056, 0.674)  0.071
H (-1.199, -0.720, 1.819)  0.050
O (0.908, -2.455, 1.946)  -0.059
H (1.687, -3.013, 1.878)  0.053
H (1.033, -1.681, 1.363)  0.007
O (-1.815, -3.335, 2.111)  -0.077
H (-2.341, -3.496, 1.320)  0.026
H (-0.887, -3.308, 1.815)  -0.013
O (-1.152, -2.539, -1.028)  -0.053
H (-0.428, -2.688, -0.408)  0.018
H (-1.128, -1.580, -1.105)  -0.020
O (-1.814, 0.309, -2.368)  -0.039
H (-1.633, -0.621, -2.568)  0.033
H (-1.033, 0.752, -2.718)  0.036

Atoms 1-6, force components in eV/Å:
C 0.3 0.3 -0.5
N -1.0 -0.7 0.5
C -0.1 0.4 -0.1
C 0.9 0.0 0.0
O -0.3 0.5 -0.2
C -0.5 -0.1 0.0

Multiplicity: 1
SMILES: CN(C)C(=O)CN.O.O.O.O

This record from the OMol25 dataset describes a 6-piece molecular cluster, H12O6 overall. The level of theory is ωB97M-V/def2-TZVPD.

Each line ends with the Löwdin charge.
Geometry (Å):
O (-0.576, 1.068, -4.550)  -0.053
H (-0.355, 0.953, -3.625)  0.027
H (0.244, 0.900, -5.015)  0.025
O (-5.966, -1.867, -0.161)  -0.054
H (-5.044, -1.966, 0.074)  0.027
H (-6.401, -2.614, 0.251)  0.027
O (0.292, -3.615, 2.793)  -0.055
H (-0.059, -3.149, 3.552)  0.026
H (1.065, -4.070, 3.127)  0.029
O (1.282, 0.448, 0.077)  -0.054
H (2.211, 0.535, 0.291)  0.028
H (0.949, -0.190, 0.708)  0.026
O (-0.636, 0.116, 5.998)  -0.056
H (-1.468, 0.433, 5.647)  0.029
H (0.018, 0.723, 5.652)  0.028
O (4.877, 4.406, -4.708)  -0.054
H (5.272, 4.225, -5.561)  0.028
H (4.293, 3.664, -4.551)  0.026

Atoms 1-6, force components in eV/Å:
O -0.2 0.1 -0.1
H 0.0 0.0 0.3
H 0.2 0.0 -0.1
O -0.1 0.2 -0.1
H 0.3 0.0 0.0
H -0.2 -0.2 0.1

Multiplicity: 1
SMILES: O.O.O.O.O.O

Ordered energy results: -1198.12030; -648.92689; -458.60488; unit a.u..
Ordered relative energy (zero: lowest compared OMol25 entry of this formula, charge and spin) results: 11.2; 112.6; 177.5; unit kJ/mol.
Ordered Kohn-Sham gap results: 10.42; 9.65; 11.78; unit eV.